Below is 11 unconnected molecules or ions with the total composition C47H81BIN2O17PS3, with properties calculated with ωB97M-V/def2-TZVPD.

The geometry in XYZ format:
```
153
Properties=species:S:1:pos:R:3:mulliken_charge:R:1
H 3.33 11.43 2.72 0.11
B -0.78 -1.76 1.67 0.46
H -0.73 -9.49 -12.71 0.34
C 4.94 4.95 -0.04 -0.92
H -4.55 0.77 7.12 0.27
C 6.07 8.42 1.12 0.88
O 5.16 11.69 4.41 -0.52
C -5.53 -4.60 3.31 -0.76
H 2.10 11.57 4.00 0.31
C -6.46 1.53 6.57 0.85
H 7.57 -2.24 2.83 0.32
H 0.79 -1.26 2.85 0.34
H -2.21 -4.13 3.02 0.18
C -9.54 -1.00 0.08 -0.42
O 2.09 -3.16 0.38 -0.56
C -0.86 1.04 0.98 0.26
C -1.62 -4.04 1.99 -0.52
H 4.52 -1.30 0.72 0.17
S -6.44 1.99 -0.71 -0.17
H -6.83 -2.25 -1.12 0.31
O -1.82 -2.75 1.31 -0.27
C 6.52 2.98 0.46 -0.68
H 6.65 3.28 1.50 0.31
H -2.02 -4.94 1.33 0.25
H -8.36 0.61 6.93 0.32
C 4.06 12.22 4.56 0.84
H -0.17 -9.75 -4.68 0.31
C 3.76 13.06 5.77 -1.14
O 0.82 4.13 -2.92 -0.52
C 0.54 2.02 -1.24 0.48
H 7.32 3.40 -0.15 0.34
H 11.03 5.96 3.91 0.32
H -5.91 -0.30 7.54 0.33
O -6.01 2.08 5.57 -0.55
C 1.04 0.49 -1.59 -0.18
H -4.44 2.89 1.17 0.27
H -3.11 -6.83 -5.99 0.22
H -8.45 2.21 6.16 0.27
C -1.16 -9.45 -11.70 -1.08
C 0.67 -0.81 -0.66 0.70
C -0.40 -8.47 -10.86 0.85
S -0.19 -3.69 -1.47 -0.34
C -3.28 -5.81 -5.63 -1.01
H -5.91 -5.10 2.42 0.33
O 4.34 2.67 -0.45 -0.55
H -8.05 2.10 7.89 0.34
H -0.60 -4.91 -5.29 0.30
H 2.81 -3.82 0.10 0.28
H 2.10 -2.80 -3.18 0.36
O 2.59 -2.57 -2.31 -0.46
H -8.24 -0.93 -3.08 0.29
H -0.27 -10.51 -8.43 0.02
O -3.71 -5.54 4.54 -0.55
H 5.81 -2.48 2.76 0.31
H -5.59 1.19 8.50 0.34
C -7.93 1.61 6.92 -1.08
H 3.51 14.08 5.47 0.32
H 0.89 -10.18 -7.12 0.30
C 9.26 7.07 4.38 0.72
P 1.34 -2.54 -1.10 0.84
H -6.33 -4.07 3.83 0.32
O -2.96 -5.27 -3.32 -0.56
C 5.52 8.89 -0.20 -1.20
H 4.99 5.33 0.98 0.27
C 6.61 -1.24 1.20 0.72
C -1.17 -10.12 -6.53 0.90
H 2.68 13.03 3.13 0.33
O -2.14 -9.57 -7.05 -0.58
H 5.24 9.86 2.46 -0.08
H 8.66 7.53 2.38 0.26
C 10.75 6.97 4.23 -1.13
H -1.40 -6.64 -11.34 0.33
H -5.94 -0.68 -1.70 0.34
C -0.05 -10.68 -7.37 -0.80
O 0.19 -8.82 -9.84 -0.53
H -5.19 -7.36 5.42 0.31
H -3.48 0.79 0.60 0.27
C -0.95 -5.65 -4.56 -0.65
C 6.72 -2.40 2.16 -1.14
H 6.17 9.66 -0.63 0.37
H -8.42 -0.35 1.97 0.25
H 6.63 8.95 3.11 0.14
H -6.17 -7.30 3.94 0.32
C -1.06 -10.27 -5.04 -1.19
C -2.44 -5.55 -4.41 0.84
H 0.21 -6.43 -10.61 0.28
H 5.59 -2.16 -0.44 0.36
H 4.51 9.29 -0.06 0.31
C -0.42 2.35 0.04 -1.02
H 6.56 1.89 0.40 -0.04
H -1.02 -11.32 -4.77 0.39
O 7.40 -0.30 1.24 -0.57
C 5.48 -1.28 0.20 -0.71
H -3.78 -0.09 2.27 0.22
C -8.31 -0.71 -1.92 -0.25
H 11.10 7.71 3.50 0.32
O -9.34 -1.56 -1.26 -0.41
H -4.77 -3.87 3.01 0.09
H -1.08 -10.45 -11.25 0.26
H 0.04 -11.76 -7.20 0.38
H 3.94 5.15 -0.44 0.27
H 5.53 -0.38 -0.42 0.20
C -1.86 1.30 2.27 -0.78
H 4.64 13.09 6.42 0.30
H -8.64 0.40 -1.72 0.24
H 5.67 5.45 -0.68 0.29
H 2.93 12.62 6.33 0.32
C -4.90 -5.61 4.23 0.79
H -1.92 2.44 2.60 0.37
H -6.60 -6.28 5.35 0.32
H -4.13 2.82 3.05 0.37
C -0.38 -7.03 -11.32 -1.12
C 1.90 0.67 -2.97 0.19
H -8.10 -2.14 1.46 0.14
H 8.59 5.79 2.80 0.41
C 2.96 12.06 3.54 -0.86
H -0.67 -6.66 -4.87 0.19
C 1.20 2.95 -2.42 0.20
H 3.26 2.19 -2.11 0.39
O -0.07 -1.79 2.99 -0.61
O 6.39 7.24 1.29 -0.50
C 8.42 6.81 3.16 -0.80
C -3.42 0.93 1.78 -0.24
H 5.47 8.05 -0.90 0.25
H -0.48 -4.29 2.22 0.18
H -0.47 -5.44 -3.60 0.05
C -4.46 2.19 2.11 -0.58
H -1.94 -9.82 -4.56 0.27
O 8.74 7.35 5.46 -0.58
C 6.22 9.44 2.21 -0.55
H -1.59 0.68 3.23 0.27
H -2.21 -9.17 -11.75 0.32
S -6.20 1.47 2.29 -0.09
H -9.99 0.09 0.00 0.28
H 6.88 -3.33 1.60 0.33
C -8.20 -1.04 1.04 -0.37
C -0.31 -0.50 0.66 0.17
H -3.04 -5.09 -6.41 0.32
O 2.09 -0.11 -4.03 -0.54
C 5.19 3.46 -0.05 0.64
H 7.36 6.91 3.42 0.19
C -6.89 -1.06 -1.12 -0.71
H -10.39 -1.66 0.59 0.30
N 2.45 2.10 -2.77 -0.32
H -4.34 -5.71 -5.37 0.29
C -5.78 -6.71 4.77 -1.15
N -6.91 -0.64 0.34 0.27
C -6.57 0.82 0.53 -0.14
I -1.03 4.42 0.42 0.09
C -5.57 0.75 7.50 -1.10
H 6.90 10.23 1.90 0.38
H 11.23 7.18 5.19 0.31
H 0.08 -6.96 -12.31 0.34
```

## Properties
Gap between HOMO and LUMO = 6.907 eV
Largest force on an atom = 9.06 eV/A
Spin multiplicity = 1
E_LUMO = -1.3 eV
Net charge = 0
SMILES = COB(O)c1c(CCCSC(=S)N2CCOCC2)c(I)c2c(c1P(O)(O)=S)C(=O)NC2=O.CC(C)=O.CC(C)=O.CC(C)=O.CC(C)=O.CC(C)=O.CC(C)=O.CC(C)=O.CC(C)=O.CC(C)=O.CC(C)=O

Below is a molecular structure, C47H82InO26, with properties calculated with ωB97M-V/def2-TZVPD.

The geometry in XYZ format:
```
156
Properties=species:S:1:pos:R:3:mulliken_charge:R:1
H 2.98 7.86 -0.54 0.39
H -8.78 7.01 1.72 0.28
C -8.71 8.85 2.85 0.54
H 1.97 -6.56 0.63 -0.09
O 0.49 4.57 -1.96 -0.21
H -8.21 9.36 4.89 0.36
O -3.45 1.37 -6.04 -0.28
H -4.47 -7.82 -1.87 0.23
O 3.51 -0.80 -4.03 -0.45
C -2.53 0.64 -7.98 0.50
C -2.19 4.97 3.32 0.43
H 5.85 2.26 2.30 0.35
H 1.00 7.23 -1.96 0.26
O -1.59 0.46 -6.93 -0.26
H 1.47 7.82 0.41 0.38
H -2.56 1.14 -10.08 0.38
H -4.08 -9.70 -1.40 0.21
C 2.17 2.14 2.85 0.51
H -3.02 2.71 -7.53 0.30
H 6.23 -2.26 0.74 0.19
O -8.55 11.00 0.22 -0.56
O -3.65 4.03 0.12 -0.15
H -3.06 -0.31 -8.12 0.25
H 2.89 1.86 -4.01 0.27
H -5.59 4.76 -0.05 0.34
H -1.32 2.01 -9.15 0.35
H -5.40 3.73 -3.27 0.33
H 10.63 -5.60 0.16 0.14
H -0.46 5.83 -0.61 0.12
H -4.43 1.67 -7.85 0.31
C 10.62 -6.15 2.39 -0.80
C 2.59 1.13 -3.25 -0.67
H -0.26 -3.92 1.74 -0.27
H -2.78 -6.05 -0.36 0.17
H 1.79 1.55 -2.64 0.23
H -7.18 7.80 1.71 0.24
C 1.46 -0.11 -5.13 -1.51
H 6.24 -5.96 1.89 -0.38
C 4.16 2.88 3.52 0.48
C 0.53 5.44 -0.84 0.07
O 2.51 1.39 3.94 -0.29
C 1.48 6.50 -1.30 0.64
H 1.68 -0.83 -3.11 0.04
C 5.58 3.06 3.00 -1.48
O -3.88 4.07 4.54 -0.35
H 3.96 -4.61 0.33 -0.21
C -0.06 -1.06 1.13 0.42
C -2.51 -4.16 2.00 -0.52
C 2.18 7.21 -0.16 -1.45
H -9.79 8.78 3.02 0.23
H 6.30 3.07 3.82 0.38
H -3.46 -5.98 3.12 0.33
C -8.26 7.97 1.73 -0.38
C 1.70 4.69 -2.58 0.42
H -8.23 7.61 4.56 0.39
H 2.81 -7.93 2.45 0.26
C 5.81 -3.17 0.11 -0.84
C 1.41 -1.71 1.43 -0.14
H 7.04 -6.11 -0.89 -0.34
O 2.40 5.75 -2.08 -0.35
O 3.98 -6.91 0.24 -0.16
O -8.43 10.15 2.35 -0.35
H -5.02 -8.54 -0.15 0.28
H 0.90 4.87 0.02 0.04
In 7.08 -5.03 0.55 0.75
H -3.45 -3.59 2.43 0.25
H 11.74 -6.40 2.11 0.23
O -2.92 -8.19 -0.40 -0.30
H 5.67 4.00 2.44 0.36
H -1.68 -5.62 3.62 0.32
H 10.15 -7.12 2.84 0.20
C -1.98 -6.85 1.62 0.09
C -3.05 2.96 -0.49 0.39
H -6.92 3.51 -2.38 0.38
O 3.22 2.94 2.46 -0.22
H -2.21 -1.82 1.06 0.21
H -0.97 -3.40 3.51 0.21
C 2.78 -8.40 1.46 0.55
H -1.73 -1.09 2.74 0.17
O -3.42 5.54 2.90 -0.31
H -0.87 -6.60 1.24 -0.23
H 0.46 0.30 -4.96 0.23
O -3.87 2.41 -1.44 -0.31
H 1.51 -2.27 2.47 0.23
C -7.97 8.59 4.15 -1.36
H 0.72 -9.04 1.66 0.23
O -1.94 2.55 -0.22 -0.45
H -5.70 2.39 -0.52 0.25
O -8.60 8.74 0.59 -0.31
H 3.67 -1.39 -0.25 0.00
C 3.29 -2.50 -0.38 -0.38
C -4.37 5.08 3.77 0.60
C 3.91 1.52 4.09 -0.54
C 1.70 -9.46 1.42 -1.35
C 4.26 -3.49 0.55 0.01
C -1.84 1.05 -9.27 -1.46
H 3.92 3.68 4.23 0.22
H -0.29 4.36 2.48 0.26
C -4.79 4.34 -0.67 -0.64
C -2.64 3.69 3.95 -0.39
H -2.84 2.89 3.22 0.30
O 1.09 2.09 2.29 -0.45
H 2.35 -7.81 -0.59 0.36
C -5.92 3.10 -2.54 -1.51
C -1.32 -1.79 1.86 -0.57
C -2.26 0.77 -5.77 0.59
H 3.41 -2.79 -1.53 0.28
H -6.88 8.63 4.00 0.31
H -1.08 0.31 -9.55 0.36
H 4.40 0.72 3.53 0.32
H -0.01 0.06 1.56 -0.45
H -1.94 3.32 4.70 0.31
H -1.68 4.07 1.41 -0.49
C -8.53 10.05 0.98 0.62
H 9.12 -6.67 0.71 0.12
H -2.60 -4.19 0.82 0.24
C 1.75 -2.72 0.14 0.48
C -2.40 -5.67 2.67 -0.68
C -3.43 1.70 -7.42 -0.52
H -1.74 5.65 4.05 0.32
O 2.11 3.94 -3.45 -0.57
O -5.51 5.52 3.84 -0.59
C 2.23 -0.21 -3.83 1.37
H 1.93 -10.26 2.13 0.36
H 1.36 -1.10 -5.59 0.41
H 4.10 -3.18 1.67 0.15
H 4.20 1.45 5.14 0.32
H 10.58 -5.23 3.14 0.20
C -5.15 3.01 -1.24 0.60
H -4.18 -6.72 0.72 0.29
O -1.84 0.55 -4.65 -0.53
C -1.08 -3.34 2.32 0.24
O 9.05 -4.52 1.16 -0.77
O 3.73 0.82 -2.47 -0.26
C -1.25 4.76 2.15 -0.33
C 4.79 -7.95 0.60 0.47
H -4.49 5.08 -1.42 0.28
C 9.83 -5.78 0.99 0.05
H -1.08 5.70 1.62 0.31
H -6.02 2.11 -3.01 0.37
H 1.64 -9.92 0.43 0.37
H -1.97 -7.91 2.16 0.27
H 0.93 -2.61 -0.72 0.39
H 2.65 6.50 0.53 0.28
C -3.07 -6.94 0.37 -0.45
C -4.22 -8.60 -1.00 -0.57
H 1.99 0.52 -5.85 0.35
H 5.87 -2.94 -1.04 0.21
C 2.65 -7.38 0.37 -0.20
H -0.29 -0.92 -0.03 0.18
C 4.33 -0.25 -3.08 0.61
H 1.63 -3.82 0.55 -0.69
O 5.99 -7.99 0.42 -0.48
O 5.44 -0.66 -2.81 -0.60
O 4.06 -8.95 1.20 -0.38
H 2.26 -0.87 1.37 -0.05
```

## Properties
Gap between HOMO and LUMO = 4.952 eV
Largest force on an atom = 3.66 eV/A
Spin multiplicity = 1
E_LUMO = 1.2 eV
Energy above the lowest of the compared OMol25 structures with the same formula, charge and spin = 6.603 eV
Net charge = -1

Below is 11 unconnected molecules or ions with the total composition C47H83Cl3O19, with properties calculated with ωB97M-V/def2-TZVPD.

The geometry in XYZ format:
```
152
Properties=species:S:1:pos:R:3:mulliken_charge:R:1
H 16.56 15.22 -18.04 0.33
H 13.17 -0.97 -21.36 0.33
H 15.23 1.26 -21.32 0.24
C 9.09 6.12 -19.01 0.59
H 14.13 -0.52 -22.60 0.32
Cl 11.85 2.31 -15.56 -0.13
H 18.47 8.18 -10.17 0.23
H 13.57 7.71 -16.17 0.20
H 17.24 9.30 -25.47 0.44
O 16.20 14.44 -17.61 -0.54
C 19.22 4.88 -20.92 -0.36
H 14.69 9.01 -24.73 0.08
H 14.09 9.97 -12.06 0.38
H 10.47 9.62 -22.73 0.23
H 21.10 7.42 -14.32 0.37
H 14.35 6.87 -11.65 0.31
C 11.65 11.57 -20.66 0.28
C 14.22 13.35 -17.31 -0.83
C 16.59 7.00 -26.25 -0.13
H 13.00 9.10 -28.21 0.35
H 19.56 7.45 -13.39 0.28
H 18.03 8.73 -17.34 0.35
C 7.01 5.04 -19.86 0.37
H 11.12 4.62 -15.95 0.14
H 12.81 9.64 -17.38 0.20
C 10.28 12.07 -20.35 1.01
O 12.02 8.01 -18.48 0.22
O 12.17 12.19 -17.08 -0.54
C 12.75 13.25 -17.05 1.17
C 19.53 8.21 -15.51 -0.23
C 12.00 8.22 -26.49 0.18
H 16.16 8.22 -16.17 0.35
H 13.68 3.15 -19.88 0.23
C 14.87 14.51 -17.34 0.73
O 17.83 4.76 -21.11 -0.31
C 13.16 6.91 -20.28 0.48
H 19.36 5.04 -19.85 0.28
C 13.23 7.97 -19.18 -0.37
H 13.49 8.94 -19.61 0.12
C 14.16 -0.54 -21.51 -1.34
H 15.68 9.52 -17.27 0.21
H 16.57 6.50 -10.66 0.33
O 13.70 14.45 -20.90 -0.62
H 17.69 8.98 -23.92 0.36
H 9.34 8.59 -23.45 0.40
H 7.43 8.34 -21.09 0.57
C 12.67 13.83 -20.83 0.36
H 12.40 10.24 -27.00 0.32
H 17.91 5.45 -23.07 0.40
H 11.38 9.63 -28.12 0.39
C 10.36 8.59 -23.07 -0.78
C 12.09 8.82 -17.33 -0.16
H 12.01 16.12 -20.37 0.35
O 6.34 3.98 -19.90 -0.61
C 15.83 5.16 -22.41 -0.40
H 15.25 5.61 -21.60 -0.35
H 12.15 6.95 -20.69 -0.46
H 10.38 7.90 -22.22 0.05
O 5.73 6.43 -21.44 -0.53
C 17.60 8.22 -9.51 -1.02
H 16.56 5.38 -27.57 0.43
H 12.42 8.55 -15.22 0.39
O 9.29 11.38 -20.17 -0.56
H 14.45 0.69 -19.88 0.24
H 10.96 2.83 -21.06 0.47
H 20.18 8.75 -16.20 0.34
H 11.99 7.02 -16.00 -0.24
H 12.96 7.89 -26.09 0.01
O 9.54 8.44 -19.57 -0.57
O 10.74 14.48 -16.85 -0.61
H 11.42 7.39 -26.88 0.34
C 12.20 9.29 -27.49 -1.40
H 19.55 2.84 -20.79 0.26
H 15.91 9.80 -15.49 0.30
H 17.51 4.98 -26.15 0.28
H 10.64 6.94 -18.45 0.18
C 11.29 14.35 -20.41 0.41
O 11.79 10.20 -20.61 0.39
O 10.16 6.15 -18.20 -0.16
C 14.44 7.90 -11.28 -0.38
H 11.53 4.37 -20.35 -0.01
O 13.10 1.61 -21.15 -0.40
C 12.08 14.54 -16.91 -0.09
H 17.77 10.49 -16.99 0.28
H 20.39 8.94 -13.69 0.29
H 17.38 9.26 -9.27 0.31
H 19.51 5.83 -21.36 0.33
C 16.58 5.45 -26.48 -1.16
H 10.94 7.12 -24.43 0.29
O 15.66 8.33 -10.73 -0.25
C 7.65 7.46 -20.50 -0.81
H 14.71 8.78 -13.28 0.17
C 14.20 15.88 -17.13 0.13
H 5.23 5.62 -21.32 0.33
C 12.04 4.06 -15.81 0.10
H 17.31 6.61 -21.95 0.20
H 15.73 4.90 -26.08 0.26
C 8.84 7.42 -19.64 0.68
H 17.90 7.76 -8.58 0.35
C 14.30 0.84 -20.94 -0.01
C 12.71 12.41 -20.91 -0.80
H 13.50 3.68 -21.58 -0.03
H 13.72 8.00 -10.47 0.27
C 11.68 3.29 -20.39 -0.88
H 15.67 7.00 -9.25 0.31
C 17.31 5.54 -22.16 -0.43
H 17.23 7.49 -26.98 0.37
C 14.14 8.92 -12.37 -1.04
H 12.36 8.04 -23.88 0.09
O 16.99 7.32 -24.88 -0.18
C 6.83 6.32 -20.63 0.28
H 11.11 9.25 -17.09 0.42
H 8.66 4.17 -18.56 0.49
C 16.36 7.35 -10.02 -0.36
C 19.87 3.63 -21.46 -1.02
H 19.61 3.46 -22.51 0.25
H 13.58 11.88 -21.26 0.61
H 15.37 8.53 -23.13 -0.07
H 15.60 7.44 -26.37 0.07
H 14.87 -1.30 -21.18 0.37
H 14.05 7.63 -18.54 0.26
C 17.78 9.48 -16.59 -0.59
O 11.24 8.83 -25.40 -0.38
Cl 12.81 4.79 -14.35 -0.10
C 16.90 8.71 -24.62 -0.84
C 13.14 2.99 -20.81 0.31
C 11.32 8.12 -24.21 -0.16
C 16.26 9.29 -16.38 -0.73
C 12.51 7.97 -16.13 -0.78
H 10.52 13.55 -16.90 0.37
H 15.66 10.14 -23.82 0.41
C 15.54 9.08 -24.05 -0.30
H 15.39 5.64 -23.29 0.35
O 14.79 16.97 -17.08 -0.59
H 19.34 7.26 -16.02 0.30
H 12.03 16.52 -16.94 0.44
Cl 13.14 4.34 -17.20 -0.07
H 13.27 5.91 -19.86 -0.08
O 18.41 9.15 -15.35 -0.34
H 20.95 3.50 -21.47 0.39
C 12.73 15.70 -16.96 -0.56
H 15.67 4.09 -22.49 0.40
H 13.13 8.86 -12.76 0.40
H 10.90 9.86 -20.61 -0.52
C 10.21 13.51 -20.23 -0.88
H 11.43 2.90 -19.40 0.22
C 20.17 7.97 -14.13 -1.14
O 11.18 15.69 -20.17 -0.56
C 8.31 5.02 -19.12 -0.60
H 13.93 7.03 -21.04 -0.39
H 9.28 13.97 -19.97 0.49
H 14.75 12.42 -17.37 0.57
```

## Properties
Gap between HOMO and LUMO = 7.501 eV
Largest force on an atom = 3.79 eV/A
Spin multiplicity = 1
E_LUMO = -1.9 eV
Net charge = 0
SMILES = O=C1C=C(O)C(=O)C=C1O.O=C1C=C(O)C(=O)C=C1O.O=C1C=C(O)C(=O)C=C1O.ClC(Cl)Cl.CCOCC.CCOCC.CCOCC.CCOCC.CCOCC.CCOCC.CCOCC